[1]
The following is a quantum chemistry calculation of C9H5ClO2 as an isolated structure at a distorted geometry, from the OMol25 dataset.

HOMO level	-9.24	eV
charge	0
lowest unoccupied orbital energy	-0.525	eV

Last column: Löwdin charge in e.
Element x y z (Å)
C1 -0.2881 1.3571 2.0698  -0.1050
C2 -0.8106 0.9570 0.9100  -0.0507
C3 1.1431 1.3140 2.0818  -0.0881
C4 0.2800 0.4621 0.0424  -0.2267
C5 -0.2291 -0.5421 -0.9588  -0.0505
C6 0.4484 -1.4333 -1.7562  -0.4952
C7 -1.5336 -1.0555 -1.3288  -0.3163
C8 -0.8089 -2.0766 -2.1806  -0.3408
C9 1.5508 0.7173 0.9371  0.0007
O1 -2.6870 -0.8534 -1.1937  0.1734
O2 -1.1709 -2.9965 -2.8436  0.1586
Cl1 2.0875 -1.6568 -2.1965  0.7532
H1 -0.6259 1.8997 2.9534  0.1090
H2 -1.8372 0.6796 0.6083  0.1219
H3 1.6477 1.5347 3.0133  0.1074
H4 0.4013 1.3158 -0.5758  0.1598
H5 2.4324 0.3768 0.4180  0.0893



[2]
The following is a quantum chemistry calculation of one molecule with the formula C16H22N4O3, from the OMol25 dataset.

HOMO level	-7.49	eV
charge	0
lowest unoccupied orbital energy	0.423	eV

Last column: Löwdin charge in e.
Element x y z (Å)
C1 -0.1837 1.9408 -3.8059  -0.0911
C2 1.3227 2.1786 -3.7861  -0.2418
C3 1.8955 2.3367 -2.3729  -0.1837
C4 2.3056 1.0074 -1.7332  -0.1409
N1 1.1959 0.0905 -1.5387  0.0454
C5 0.1873 0.3454 -0.6290  -0.2155
N2 0.3366 1.4359 0.2101  0.1740
C6 -0.9662 -0.4002 -0.6098  -0.1547
N3 -2.0693 -0.0499 0.1854  0.0334
C7 -2.5478 -1.0471 1.1311  -0.1376
C8 -1.4677 -1.5597 2.0530  -0.1357
C9 -1.1006 -2.8950 2.0320  -0.0253
C10 -0.1038 -3.3799 2.8622  -0.0842
C11 0.5420 -2.5179 3.7269  -0.0853
C12 0.2057 -1.1741 3.7548  -0.0250
C13 -0.7878 -0.6895 2.9167  -0.2224
O1 -1.1455 0.6423 2.8518  -0.1359
C14 -0.7396 1.4953 3.8962  -0.0802
C15 -1.0758 -1.5769 -1.4355  -0.4078
O2 -2.0007 -2.3650 -1.4829  0.0678
N4 0.0518 -1.8008 -2.2265  0.2151
C16 1.1560 -1.0116 -2.3717  -0.4910
O3 2.0402 -1.2717 -3.1607  0.0683
H1 -0.5406 1.9093 -4.8327  0.0728
H2 -0.7042 2.7443 -3.2882  0.0768
H3 -0.4507 1.0015 -3.3304  0.0561
H4 1.5324 3.0902 -4.3501  0.1036
H5 1.8286 1.3539 -4.2907  0.1057
H6 1.1644 2.8491 -1.7452  0.0962
H7 2.7956 2.9538 -2.4152  0.1115
H8 2.9993 0.4851 -2.3971  0.1235
H9 2.8199 1.1800 -0.7806  0.1200
H10 1.2833 1.7512 0.3469  0.0894
H11 -0.1771 1.3434 1.0784  0.0736
H12 -1.9639 0.8579 0.6162  0.1018
H13 -3.3492 -0.5824 1.7107  0.1296
H14 -2.9567 -1.8788 0.5552  0.1078
H15 -1.6116 -3.5596 1.3520  0.1174
H16 0.1641 -4.4247 2.8342  0.1016
H17 1.3174 -2.8817 4.3844  0.1031
H18 0.7271 -0.5152 4.4317  0.1021
H19 0.3406 1.6770 3.8778  0.0929
H20 -1.0217 1.0922 4.8724  0.1017
H21 -1.2626 2.4366 3.7299  0.0967
H22 0.0152 -2.6167 -2.8269  0.1699



[3]
The following is a quantum chemistry calculation of C17H17Br2CaNO as an isolated structure at a distorted geometry, from the OMol25 dataset.

HOMO level (spin up / spin down)	-7.14 / -5.85	eV
charge	0
lowest unoccupied orbital energy (spin up / spin down)	-0.456 / -0.373	eV

Last column: Löwdin charge in e.
Element x y z (Å)
C1 -0.3998 -0.3539 -2.7057  -0.1682
C2 -1.0500 -2.7705 -0.5111  -0.3790
C3 0.3553 -1.5113 -2.1600  -0.1841
H1 -0.0568 0.6256 -2.2972  0.1140
C4 0.2521 -3.2229 -0.2736  -0.3733
H2 -1.7574 -3.1226 0.2913  0.0903
H3 0.0415 -2.4191 -2.7123  0.1246
H4 0.3032 -4.1138 0.3855  0.0922
C5 1.7315 -1.6687 -1.7349  -0.1912
H5 2.2859 -0.7401 -1.5032  0.1110
H6 2.2741 -2.1967 -2.5507  0.1215
C6 -1.8031 -0.7150 -2.1006  -0.1819
H7 -2.6197 -0.4753 -2.7996  0.1058
H8 -1.9499 -0.0841 -1.2085  0.0776
C7 -1.9531 -2.2096 -1.6356  -0.2224
H9 -1.9530 -2.8648 -2.5169  0.1052
H10 -2.9596 -2.2976 -1.2003  0.1040
C8 1.6394 -2.5755 -0.4405  -0.2378
H11 2.4257 -3.3464 -0.3618  0.1111
H12 1.8897 -1.8913 0.4497  0.0476
Ca1 -0.2146 -1.5379 1.0502  1.4028
H13 -0.4330 -0.2286 -3.7748  0.0973
Br1 -4.0141 2.1453 0.8635  0.7757
C9 -2.2144 2.4046 1.3554  -0.6213
C10 -1.7384 3.6669 1.7042  -0.1684
C11 -0.3922 3.8953 1.9776  -0.6231
Br2 0.1683 5.6369 2.5065  0.7455
C12 0.5695 2.8442 1.9139  -0.1961
C13 1.9382 2.9834 2.2163  -0.0282
C14 2.7775 1.8960 2.1461  -0.0513
C15 2.2635 0.6400 1.8017  -0.1277
N1 0.9650 0.4809 1.5040  -0.0242
C16 0.1046 1.5410 1.5586  -0.1413
C17 -1.3231 1.2959 1.3022  -0.4125
O1 -1.7531 0.1072 1.0165  -0.2748
H14 -2.4333 4.4932 1.7645  0.0942
H15 2.3101 3.9591 2.5239  0.0782
H16 3.8329 1.9818 2.3701  0.1058
H17 2.8907 -0.2517 1.7857  0.1025



[4]
The following is a quantum chemistry calculation of a 2-piece molecular cluster, C2H9N2O2 overall, from the OMol25 dataset.

HOMO level	-14.91	eV
charge	+1
lowest unoccupied orbital energy	-3.149	eV

Last column: Löwdin charge in e.
Element x y z (Å)
C1 0.5708 0.1064 2.5326  -0.0061
N1 1.1018 0.1103 1.1343  0.1314
H1 1.2648 -0.4245 3.1787  0.1013
H2 0.4547 1.1324 2.8597  0.1027
H3 -0.3972 -0.3834 2.5289  0.1031
H4 1.1715 -0.8323 0.7587  0.1465
H5 2.0281 0.5403 1.0938  0.1706
H6 0.4505 0.6111 0.4813  0.0945
N2 -1.2902 0.2281 -2.8122  0.2112
C2 -0.7537 0.1165 -1.5861  -0.6160
O1 -0.3666 -1.1507 -1.2407  0.0873
O2 -0.6092 1.0349 -0.8089  0.0733
H7 -1.4799 1.1608 -3.1380  0.1332
H8 -1.0757 -0.4709 -3.5068  0.1296
H9 -1.0697 -1.7790 -1.4752  0.1374



[5]
The following is a quantum chemistry calculation of a 2-piece molecular cluster, C6H17N2O2 overall at a distorted geometry, from the OMol25 dataset.

HOMO level	-13.92	eV
charge	+1
lowest unoccupied orbital energy	-3.317	eV

Last column: Löwdin charge in e.
Element x y z (Å)
C1 -4.2892 -0.4980 0.1716  -0.1076
C2 -2.9950 0.2360 -0.0433  -0.2512
C3 -1.7203 -0.6488 0.1602  -0.2187
C4 -0.4630 0.1113 -0.0842  -0.2092
C5 0.8153 -0.7944 0.0360  -0.0882
C6 2.1704 -0.2858 -0.3252  -0.4461
N1 2.4854 0.3730 -1.4437  0.1950
N2 2.2268 1.3596 1.0459  0.0659
O1 4.4150 -0.2920 -0.0124  0.0257
O2 3.1516 -0.9037 0.2240  0.0070
H1 -4.7488 -0.8591 -0.7548  0.0852
H2 -4.9335 0.3368 0.4366  0.0760
H3 -4.3054 -1.2059 0.9330  0.0551
H4 -2.9610 1.1266 0.6646  0.1295
H5 -2.9790 0.6774 -1.0290  0.1021
H6 -1.6832 -0.9448 1.1476  0.0863
H7 -1.7531 -1.6492 -0.3553  0.1466
H8 -0.3898 0.5251 -1.0667  0.0881
H9 -0.3386 1.1300 0.5021  0.1475
H10 0.7158 -1.2594 0.9566  0.1082
H11 0.7213 -1.6317 -0.7039  0.1605
H12 3.4569 0.5102 -1.6323  0.1085
H13 1.7242 0.6403 -2.1823  0.2006
H14 1.7924 2.2261 0.6263  0.0981
H15 3.2345 1.6140 1.2358  0.0974
H16 1.6744 1.1472 1.9660  0.1345
H17 4.9760 -1.0405 -0.4730  0.2032



[6]
The following is a quantum chemistry calculation of one molecule with the formula C2H2N2O at a distorted geometry, from the OMol25 dataset.

HOMO level	-10.77	eV
charge	0
lowest unoccupied orbital energy	0.981	eV

Last column: Löwdin charge in e.
Element x y z (Å)
C1 -1.0902 0.0126 0.0564  -0.2138
N1 -0.1354 1.0471 -0.0574  0.0789
C2 1.0487 0.3244 0.0478  -0.1551
O1 0.8028 -0.9619 -0.0279  -0.0263
N2 -0.5122 -1.1211 -0.0143  0.0118
H1 -2.2549 0.1223 -0.0335  0.1562
H2 2.1412 0.5768 0.0290  0.1483



Computed energy, in the same sequence as the records: -26027.450, -29053.280, -179961.935, -9289.971, -13562.813, -7131.806 eV.
Computed relative energy (zero: lowest compared OMol25 entry of this formula, charge and spin), in the same sequence as the records: 0.0, 19.5, 298.2, 0.0, 462.1, 196.6 kJ/mol.